# 1
Computed, not measured: a structure of composition C47H42AlN3OTe2, with ωB97M-V with the def2-TZVPD basis set.

Each line ends with the Löwdin spin population.
CARTESIAN COORDINATES (ANGSTROEM)
Al 0.776 0.644 0.535  0.04
C -4.234 1.049 2.848  0.03
C -3.545 0.120 3.649  -0.01
C -2.203 -0.119 3.480  0.02
C -1.553 0.467 2.435  0.00
C -2.238 1.328 1.560  0.03
C -3.585 1.667 1.825  0.00
N -0.144 0.262 2.153  0.19
N 0.628 -0.319 3.045  0.39
C 1.932 -0.416 2.674  0.02
C 2.899 -0.958 3.543  0.07
C 4.206 -1.029 3.153  0.00
C 4.576 -0.579 1.900  0.08
C 3.658 -0.160 0.992  0.00
C 2.317 -0.013 1.370  0.08
H -5.241 1.331 3.087  0.00
H -4.094 -0.399 4.451  0.00
H -1.646 -0.830 4.089  0.00
H -1.790 1.664 0.646  0.00
H -4.047 2.426 1.254  0.00
H 2.587 -1.278 4.532  0.00
H 4.893 -1.427 3.838  0.00
H 5.636 -0.604 1.619  0.00
H 3.962 0.044 -0.022  0.00
Te 0.623 3.370 0.853  0.01
C 0.572 4.582 -0.870  0.01
C -0.579 4.545 -1.681  0.00
C -0.702 5.452 -2.738  0.00
C 0.309 6.382 -2.962  0.00
C 1.372 6.424 -2.099  0.00
C 1.542 5.522 -1.059  0.00
C 2.640 3.516 1.385  0.00
C 3.704 3.304 0.495  0.00
C 5.006 3.174 0.963  0.00
C 5.272 3.310 2.336  0.00
C 4.227 3.624 3.164  0.00
C 2.885 3.712 2.745  0.00
H -1.410 3.920 -1.408  0.00
H -1.532 5.370 -3.406  0.00
H 0.238 7.089 -3.773  0.00
H 2.126 7.194 -2.294  0.00
H 2.428 5.640 -0.487  0.00
H 3.563 3.275 -0.567  0.00
H 5.888 3.053 0.295  0.00
H 6.316 3.285 2.646  0.00
H 4.423 3.875 4.163  0.00
H 2.054 3.956 3.458  0.00
C -6.605 -3.820 1.134  0.00
C -5.182 -3.388 0.851  0.00
C -4.088 -4.122 1.281  0.00
C -2.790 -3.753 0.977  0.00
C -1.626 -4.551 1.507  0.00
C -2.672 -2.568 0.223  0.00
Te -0.655 -2.132 0.205  0.01
N -0.226 -0.432 -0.674  0.01
C -0.443 -0.313 -2.017  0.00
O -1.177 -1.074 -2.679  0.00
C 0.477 0.691 -2.668  0.00
C -0.060 1.553 -3.627  0.00
C 0.738 2.518 -4.225  0.00
C 2.102 2.520 -3.987  0.00
C 2.635 1.621 -3.085  0.00
C 1.836 0.705 -2.412  0.00
C 0.009 -3.463 -1.315  0.00
C -0.868 -3.853 -2.398  0.00
C -0.433 -4.793 -3.307  0.00
C 0.830 -5.304 -3.191  0.00
C 1.697 -4.898 -2.174  0.00
C 1.305 -4.030 -1.185  0.00
C 2.274 -3.702 -0.068  0.00
C -3.735 -1.807 -0.221  0.00
C -3.626 -0.596 -1.072  0.00
C -4.992 -2.248 0.125  0.00
H -7.064 -3.161 1.837  0.00
H -6.669 -4.875 1.446  0.00
H -7.152 -3.752 0.194  0.00
H -4.221 -5.024 1.810  0.00
H -1.995 -5.364 2.134  0.00
H -0.987 -3.970 2.142  0.00
H -0.974 -4.937 0.753  0.00
H -1.099 1.476 -3.908  0.00
H 0.283 3.197 -4.946  0.00
H 2.750 3.162 -4.604  0.00
H 3.672 1.550 -2.899  0.00
H 2.308 -0.003 -1.740  0.00
H -1.893 -3.393 -2.513  0.00
H -1.106 -5.168 -4.114  0.00
H 1.127 -6.021 -3.964  0.00
H 2.642 -5.381 -2.048  0.00
H 3.207 -4.329 -0.127  0.00
H 1.822 -3.978 0.877  0.00
H 2.565 -2.653 -0.045  0.00
H -2.823 0.091 -0.775  0.00
H -4.555 -0.039 -0.979  0.00
H -3.404 -0.870 -2.072  0.00
H -5.878 -1.758 -0.271  0.00

Atoms 1-3, force components in eV/Å:
Al -1.0321 0.0769 -0.1915
C 0.1174 -0.5532 1.1634
C -1.1416 0.0627 0.5238

For the HOMO-LUMO gap (spin up / spin down), the calculation gives 6.46 / 7.64 eV. As for the net charge: +1. Its calculated total energy is -77115.54382 eV. Its expectation value of S² is 0.772. Its multiplicity is 2.

***

# 2
Computed, not measured: a structure of composition C2H3NO3P, with ωB97M-V with the def2-TZVPD basis set.

Each line ends with the Löwdin charge.
CARTESIAN COORDINATES (ANGSTROEM)
C 1.705 0.448 0.225  -0.22
C 2.956 -0.436 0.031  -0.79
N 1.222 1.542 -0.025  0.08
O 4.065 0.085 0.115  -0.04
O 2.635 -1.619 -0.179  -0.16
O -1.070 -0.312 0.104  -0.52
P 0.130 -1.416 0.157  0.80
H 0.238 1.727 0.279  0.05
H -1.755 -0.649 0.664  -0.02
H 0.116 -1.754 -1.118  -0.17

Atoms 1-3, force components in eV/Å:
C -2.9380 -3.1951 -0.5738
C 0.3032 0.0858 -0.1591
N 0.2853 1.5115 0.7620

For the HOMO-LUMO gap, the calculation gives 6.80 eV. As for the net charge: -1. Its calculated total energy is -19043.51888 eV. The energy above the lowest of the compared OMol25 structures with the same formula, charge and spin comes out at 93.65 kcal/mol.

***

# 3
Computed, not measured: the molecule HNOS, with ωB97M-V with the def2-TZVPD basis set.

Each line ends with the Löwdin charge.
CARTESIAN COORDINATES (ANGSTROEM)
N 1.018 -0.109 0.141  -0.41
O -2.065 0.243 0.108  -0.45
S -0.302 -0.879 -0.005  0.86
H 1.349 0.745 -0.244  0.00

Atoms 1-3, force components in eV/Å:
N -1.5468 -1.8623 0.2088
O 3.3844 -2.0015 -0.2681
S -1.8123 2.9565 0.4136

For the HOMO-LUMO gap (spin up / spin down), the calculation gives 9.60 / 8.47 eV. As for the net charge: 0. Its calculated total energy is -14383.98056 eV. The energy above the lowest of the compared OMol25 structures with the same formula, charge and spin comes out at 86.06 kcal/mol.

***

# 4
Computed, not measured: a cluster of 2 separate species, C4H4BrN in total, with ωB97M-V with the def2-TZVPD basis set.

Each line ends with the Löwdin charge.
CARTESIAN COORDINATES (ANGSTROEM)
C 1.582 -2.311 -0.042  -0.19
C -1.330 -1.405 -0.074  -0.50
C -0.273 -0.708 0.030  -0.19
C 0.158 0.578 0.199  -0.09
N 2.430 -3.009 -0.293  -0.05
Br -3.035 -0.508 -0.049  0.72
H -1.484 -2.393 0.055  0.02
H 0.707 0.723 1.064  0.09
H -0.773 1.126 0.058  0.09
H 0.678 1.009 -0.582  0.09

Atoms 1-3, force components in eV/Å:
C -5.1433 4.3908 0.8173
C -1.6900 1.6115 0.2711
C 2.2112 -3.7821 -0.4938

For the HOMO-LUMO gap (spin up / spin down), the calculation gives 8.77 / 8.77 eV. As for the net charge: 0. Its calculated total energy is -75740.01776 eV. The energy above the lowest of the compared OMol25 structures with the same formula, charge and spin comes out at 100.13 kcal/mol.